Arrangement 1

The following is a DFT calculation (ωB97M-V/def2-TZVPD) of one molecule with the formula C7H8.

Results
total charge: 0
M: 92.141 g/mol
gap between HOMO and LUMO: 0.38038 Eh
LUMO level: 0.88 eV
SMILES: C#CC(C)(C)C#C

Last column: natural (NBO) charge in e.
CARTESIAN COORDINATES (ANGSTROEM)
C  -1.35  1.98  -0.60  -0.231
C  -0.75  1.10  -0.06  0.015
C  0.07  -0.12  0.20  -0.206
C  1.48  0.26  0.69  -0.575
C  -0.59  -1.09  1.19  -0.578
C  0.10  -0.64  -1.19  0.010
C  -0.06  -0.68  -2.39  -0.223
H  -1.86  2.71  -1.19  0.238
H  1.96  0.95  -0.01  0.225
H  2.10  -0.64  0.77  0.215
H  1.42  0.73  1.67  0.215
H  -0.64  -0.62  2.19  0.216
H  -1.60  -1.36  0.88  0.225
H  0.01  -2.00  1.28  0.216
H  -0.29  -0.58  -3.42  0.238

---

Arrangement 2

The following is a DFT calculation (ωB97M-V/def2-TZVPD) of one molecule with the formula C7H8.

Results
total charge: 0
M: 92.141 g/mol
gap between HOMO and LUMO: 0.28787 Eh
LUMO level: 0.51 eV
SMILES: C=C=C1C(C)=C1C

Last column: natural (NBO) charge in e.
CARTESIAN COORDINATES (ANGSTROEM)
C  2.34  0.57  0.47  -0.532
C  1.62  -0.08  -0.36  0.083
C  0.44  -0.06  -0.98  -0.208
C  -0.87  -0.78  -0.60  0.056
C  -1.31  -2.19  -0.64  -0.661
C  -0.70  0.40  -0.03  0.069
C  -0.83  1.77  0.66  -0.684
H  2.90  0.22  1.28  0.217
H  2.58  1.54  0.25  0.204
H  -2.37  -2.31  -0.76  0.232
H  -0.81  -2.82  0.14  0.240
H  -0.91  -2.60  -1.52  0.237
H  0.25  1.78  0.75  0.258
H  -1.52  2.04  1.55  0.251
H  -0.82  2.51  -0.19  0.241

---

Least stable of them? arrangement 2.

---

Arrangement 1

The following is a DFT calculation (ωB97M-V/def2-TZVPD) of one molecule with the formula C7H8.

Results
total charge: 0
M: 92.141 g/mol
gap between HOMO and LUMO: 0.40009 Eh
LUMO level: 1.04 eV
SMILES: C#CC[C@H](C)C#C

Last column: natural (NBO) charge in e.
CARTESIAN COORDINATES (ANGSTROEM)
C  -1.61  -2.16  -1.51  -0.263
C  -0.90  -1.84  -0.59  0.012
C  -0.05  -1.15  0.38  -0.473
C  0.09  0.34  -0.09  -0.290
C  1.55  0.74  -0.32  -0.585
C  -0.51  1.28  0.85  0.011
C  -0.89  2.11  1.64  -0.259
H  -2.24  -2.37  -2.35  0.239
H  0.94  -1.62  0.45  0.235
H  -0.48  -1.19  1.39  0.248
H  -0.44  0.41  -1.04  0.244
H  2.13  0.60  0.59  0.209
H  2.00  0.16  -1.13  0.212
H  1.60  1.80  -0.59  0.221
H  -1.20  2.87  2.32  0.239

---

Arrangement 2

The following is a DFT calculation (ωB97M-V/def2-TZVPD) of C7H8 as an isolated structure.

Results
total charge: 0
M: 92.141 g/mol
gap between HOMO and LUMO: 0.39862 Eh
LUMO level: 0.56 eV

Last column: Mulliken charge in e.
CARTESIAN COORDINATES (ANGSTROEM)
C  -1.04  -0.73  -1.06  -1.378
C  -0.22  0.02  -0.01  2.151
C  -1.02  0.24  1.29  -1.380
C  1.09  -0.65  0.25  -1.012
C  2.28  -0.82  0.31  -0.206
C  0.37  1.29  -0.53  -0.150
C  1.01  2.30  -0.95  -1.103
H  -0.48  -0.82  -2.00  0.370
H  -1.97  -0.18  -1.28  0.368
H  -1.31  -1.72  -0.70  0.357
H  -1.28  -0.72  1.73  0.358
H  -0.44  0.82  2.01  0.370
H  -1.94  0.79  1.07  0.368
H  3.34  -0.96  0.35  0.399
H  1.61  1.14  -0.49  0.489

---

Arrangement 3

The following is a DFT calculation (ωB97M-V/def2-TZVPD) of one molecule with the formula C7H8.

Results
total charge: 0
M: 92.141 g/mol
gap between HOMO and LUMO: 0.34605 Eh
LUMO level: 1.00 eV
SMILES: C#CCC1=C(C)C1

Last column: natural (NBO) charge in e.
CARTESIAN COORDINATES (ANGSTROEM)
C  -0.36  0.54  -2.73  -0.245
C  -1.08  0.39  -1.80  0.024
C  -1.83  0.07  -0.62  -0.519
C  -0.64  -0.14  0.28  0.051
C  0.44  0.09  0.98  0.024
C  1.64  0.82  1.43  -0.658
C  0.21  -1.31  0.79  -0.442
H  0.18  0.50  -3.59  0.222
H  -2.45  0.99  -0.39  0.251
H  -2.45  -0.87  -0.59  0.257
H  2.29  0.81  0.52  0.239
H  2.08  0.07  2.08  0.230
H  1.32  1.84  1.88  0.236
H  -0.20  -1.86  1.70  0.162
H  0.82  -1.93  0.07  0.168

---

Arrangement 4

The following is a DFT calculation (ωB97M-V/def2-TZVPD) of one molecule with the formula C7H8.

Results
total charge: 0
M: 92.141 g/mol
gap between HOMO and LUMO: 0.34046 Eh
LUMO level: -0.12 eV

Last column: natural (NBO) charge in e.
CARTESIAN COORDINATES (ANGSTROEM)
C  -0.09  0.92  -1.43  -0.601
C  0.19  0.27  -0.08  0.031
C  0.63  1.20  1.03  -0.601
C  -0.45  -1.00  0.25  0.041
C  -1.42  -1.81  0.62  -0.370
C  0.95  -1.09  -0.15  -0.496
C  2.04  -1.70  -0.40  0.223
H  -0.38  0.17  -2.17  0.230
H  0.81  1.44  -1.78  0.222
H  -0.90  1.65  -1.33  0.219
H  -0.15  1.95  1.22  0.219
H  0.82  0.65  1.95  0.230
H  1.55  1.72  0.73  0.222
H  -2.42  -1.48  0.87  0.215
H  -1.20  -2.87  0.67  0.218

---

Least stable of them? arrangement 2.

---

Arrangement 1

The following is a DFT calculation (ωB97M-V/def2-TZVPD) of one molecule with the formula C7H8.

Results
total charge: 0
M: 92.141 g/mol
gap between HOMO and LUMO: 0.40274 Eh
LUMO level: 1.02 eV
SMILES: C#CC[C@H](C)C#C

Last column: natural (NBO) charge in e.
CARTESIAN COORDINATES (ANGSTROEM)
C  -0.84  -2.77  0.98  -0.259
C  -0.95  -1.77  0.32  0.009
C  -0.96  -0.54  -0.48  -0.467
C  0.36  0.22  -0.24  -0.285
C  0.44  0.78  1.20  -0.596
C  0.64  1.27  -1.23  -0.008
C  1.02  2.11  -2.01  -0.240
H  -0.74  -3.67  1.56  0.240
H  -1.81  0.09  -0.19  0.233
H  -1.08  -0.78  -1.54  0.244
H  1.17  -0.51  -0.37  0.237
H  -0.55  1.11  1.54  0.208
H  0.78  0.00  1.89  0.222
H  1.12  1.63  1.25  0.224
H  1.40  2.84  -2.68  0.238

---

Arrangement 2

The following is a DFT calculation (ωB97M-V/def2-TZVPD) of one molecule with the formula C7H8.

Results
total charge: 0
M: 92.141 g/mol
gap between HOMO and LUMO: 0.39857 Eh
LUMO level: 0.85 eV
SMILES: C#CC[C@H](C)C#C

Last column: natural (NBO) charge in e.
CARTESIAN COORDINATES (ANGSTROEM)
C  -3.31  0.13  -0.30  -0.262
C  -2.11  -0.05  -0.34  0.008
C  -0.81  -0.44  0.23  -0.470
C  0.47  0.40  0.04  -0.287
C  1.20  0.29  -1.31  -0.594
C  1.37  -0.01  1.14  0.009
C  2.07  -0.40  2.04  -0.254
H  -4.19  0.29  -0.87  0.232
H  -0.61  -1.50  0.00  0.235
H  -1.13  -0.27  1.24  0.260
H  0.18  1.44  0.21  0.233
H  1.51  -0.73  -1.52  0.212
H  0.55  0.64  -2.12  0.216
H  2.10  0.92  -1.29  0.221
H  2.70  -0.72  2.84  0.241

---

Arrangement 3

The following is a DFT calculation (ωB97M-V/def2-TZVPD) of one molecule with the formula C7H8.

Results
total charge: 0
M: 92.141 g/mol
gap between HOMO and LUMO: 0.31611 Eh
LUMO level: 0.30 eV
SMILES: C=C1CC1=C=CC

Last column: natural (NBO) charge in e.
CARTESIAN COORDINATES (ANGSTROEM)
C  1.69  -1.21  0.73  -0.464
C  1.23  -0.76  -0.47  0.076
C  1.67  -0.10  -1.77  -0.411
C  0.29  -0.14  -1.27  -0.196
C  -0.32  0.62  -0.43  0.257
C  -1.09  1.02  0.52  -0.364
C  -2.45  0.57  0.82  -0.635
H  2.70  -1.41  0.68  0.196
H  1.21  -1.37  1.58  0.196
H  1.92  -0.79  -2.48  0.219
H  2.27  0.74  -1.70  0.216
H  -0.65  1.73  1.19  0.231
H  -3.19  0.75  -0.03  0.227
H  -2.81  0.92  1.88  0.230
H  -2.46  -0.56  0.75  0.222

---

Least stable of them? arrangement 3.

---

Arrangement 1

The following is a DFT calculation (ωB97M-V/def2-TZVPD) of one molecule with the formula C7H8.

Results
total charge: 0
M: 92.141 g/mol
gap between HOMO and LUMO: 0.30726 Eh
LUMO level: -0.14 eV

Last column: natural (NBO) charge in e.
CARTESIAN COORDINATES (ANGSTROEM)
C  -0.13  -1.56  -0.54  -0.597
C  -0.27  -0.12  -0.10  -0.103
C  0.21  0.97  -0.96  -0.306
C  1.01  0.66  0.35  -0.393
C  2.27  0.09  0.04  -0.106
C  -1.43  0.16  0.73  -0.012
C  -2.39  0.37  1.42  -0.214
H  -0.97  -1.84  -1.18  0.217
H  0.81  -1.69  -1.09  0.247
H  -0.11  -2.22  0.33  0.220
H  0.81  1.39  1.15  0.214
H  0.71  0.70  -1.89  0.243
H  -0.30  1.92  -0.95  0.239
H  3.03  0.61  0.66  0.114
H  -3.25  0.56  2.03  0.239

---

Arrangement 2

The following is a DFT calculation (ωB97M-V/def2-TZVPD) of one molecule with the formula C7H8.

Results
total charge: 0
M: 92.141 g/mol
gap between HOMO and LUMO: 0.40347 Eh
LUMO level: 1.04 eV
SMILES: C#CC[C@H](C)C#C

Last column: natural (NBO) charge in e.
CARTESIAN COORDINATES (ANGSTROEM)
C  2.96  0.76  -0.31  -0.260
C  1.77  0.89  -0.47  0.009
C  0.31  0.96  -0.55  -0.470
C  -0.31  -0.11  0.38  -0.287
C  -0.14  -1.51  -0.20  -0.594
C  -1.72  0.19  0.68  0.010
C  -2.87  0.41  0.96  -0.255
H  4.01  0.66  -0.17  0.240
H  -0.03  0.81  -1.58  0.235
H  -0.03  1.96  -0.25  0.245
H  0.24  -0.05  1.33  0.236
H  -0.77  -1.64  -1.09  0.210
H  0.90  -1.67  -0.49  0.222
H  -0.42  -2.28  0.53  0.219
H  -3.88  0.62  1.22  0.240

---

Arrangement 3

The following is a DFT calculation (ωB97M-V/def2-TZVPD) of one molecule with the formula C7H8.

Results
total charge: 0
M: 92.141 g/mol
gap between HOMO and LUMO: 0.34363 Eh
LUMO level: 0.99 eV
SMILES: CC#C[C@@H]1C=C1C

Last column: natural (NBO) charge in e.
CARTESIAN COORDINATES (ANGSTROEM)
C  3.49  -0.13  0.28  -0.686
C  2.13  0.24  0.31  -0.037
C  0.99  0.29  -0.06  -0.015
C  -0.41  0.39  -0.58  -0.318
C  -1.49  1.43  -0.70  -0.188
C  -2.01  0.36  -0.12  0.108
C  -2.90  -0.57  0.45  -0.689
H  3.73  -0.62  1.29  0.229
H  4.14  0.78  0.19  0.233
H  3.63  -0.88  -0.59  0.236
H  -0.29  -0.25  -1.40  0.185
H  -1.58  2.40  -0.96  0.210
H  -2.79  -0.70  1.50  0.250
H  -2.52  -1.60  0.14  0.243
H  -3.90  -0.29  0.43  0.240

---

Least stable of them? arrangement 1.

---

Arrangement 1

The following is a DFT calculation (ωB97M-V/def2-TZVPD) of one molecule with the formula C5H4.

Results
total charge: 0
M: 64.087 g/mol
gap between HOMO and LUMO: 0.34260 Eh
LUMO level: -0.42 eV

Last column: natural (NBO) charge in e.
CARTESIAN COORDINATES (ANGSTROEM)
C  1.28  0.10  0.17  -0.495
C  2.38  -0.52  -0.09  0.261
C  -0.20  -0.21  0.02  0.108
C  -1.05  -1.22  -0.05  -0.394
C  0.29  1.18  -0.04  -0.395
H  -2.06  -0.94  -0.02  0.213
H  -0.77  -2.17  0.27  0.221
H  0.09  1.85  0.74  0.239
H  0.05  1.92  -1.00  0.243

---

Arrangement 2

The following is a DFT calculation (ωB97M-V/def2-TZVPD) of one molecule with the formula C5H4.

Results
total charge: 0
M: 64.087 g/mol
gap between HOMO and LUMO (alpha / beta): 0.25670 / 0.24636 Eh
LUMO level (alpha / beta): -0.52 / -0.98 eV

Last column: natural (NBO) charge in e.
CARTESIAN COORDINATES (ANGSTROEM)
C  -2.41  -1.74  -0.28  -0.146
C  -1.59  -0.88  0.01  -0.210
C  0.08  1.26  0.32  -0.282
C  -0.87  0.17  0.22  0.117
C  1.36  0.92  0.17  -0.310
H  -3.13  -2.49  -0.05  0.226
H  -0.22  2.20  0.54  0.219
H  1.64  -0.07  0.09  0.196
H  2.09  1.67  0.26  0.191

---

Arrangement 3

The following is a DFT calculation (ωB97M-V/def2-TZVPD) of a 2-piece molecular cluster, C5H4 overall.

Results
total charge: 0
M: 64.087 g/mol
gap between HOMO and LUMO (alpha / beta): 0.30844 / 0.27807 Eh
LUMO level (alpha / beta): -1.54 / -1.86 eV

Last column: natural (NBO) charge in e.
CARTESIAN COORDINATES (ANGSTROEM)
C  -2.70  0.56  0.02  -0.471
C  2.12  0.97  -0.03  -0.096
C  -1.68  -0.03  -0.07  -0.071
C  1.43  0.00  -0.02  -0.120
C  0.69  -1.17  -0.05  -0.216
H  -3.67  1.10  0.14  0.243
H  2.55  1.94  0.05  0.241
H  0.86  -1.72  -0.97  0.235
H  0.40  -1.65  0.93  0.255

---

Arrangement 4

The following is a DFT calculation (ωB97M-V/def2-TZVPD) of C5H4 as an isolated structure.

Results
total charge: 0
M: 64.087 g/mol
gap between HOMO and LUMO: 0.38087 Eh
LUMO level: 0.71 eV

Last column: natural (NBO) charge in e.
CARTESIAN COORDINATES (ANGSTROEM)
C  0.56  -1.73  0.56  -0.695
C  0.09  -0.40  0.20  0.120
C  -0.31  0.67  -0.19  -0.106
C  -0.77  1.90  -0.64  -0.463
C  -1.23  2.89  -1.30  0.066
H  0.15  -2.06  1.52  0.244
H  1.65  -1.76  0.61  0.244
H  0.23  -2.43  -0.22  0.248
H  -0.69  2.86  0.03  0.341

---

Least stable of them? arrangement 3.

---

Arrangement 1

The following is a DFT calculation (ωB97M-V/def2-TZVPD) of C5H4 as an isolated structure.

Results
total charge: 0
M: 64.087 g/mol
gap between HOMO and LUMO: 0.31729 Eh
LUMO level: -0.57 eV

Last column: natural (NBO) charge in e.
CARTESIAN COORDINATES (ANGSTROEM)
C  0.84  1.25  -0.59  -0.643
C  0.08  0.10  0.03  -0.208
C  -0.65  -0.94  0.07  0.228
C  -1.36  -1.98  0.48  -0.586
C  -1.98  -2.88  1.12  0.126
H  1.90  1.23  -0.30  0.244
H  0.43  2.22  -0.29  0.244
H  0.82  1.21  -1.69  0.248
H  -0.07  -0.21  1.16  0.348

---

Arrangement 2

The following is a DFT calculation (ωB97M-V/def2-TZVPD) of one molecule with the formula C5H4.

Results
total charge: 0
M: 64.087 g/mol
gap between HOMO and LUMO: 0.31859 Eh
LUMO level: -0.10 eV

Last column: natural (NBO) charge in e.
CARTESIAN COORDINATES (ANGSTROEM)
C  0.23  -0.88  0.46  -0.254
C  0.97  0.38  -0.35  -0.193
C  -1.00  0.03  0.51  -0.207
C  -0.41  1.04  -0.14  -0.195
C  1.59  -0.75  0.38  -0.086
H  0.02  -2.00  0.42  0.247
H  1.39  0.69  -1.33  0.222
H  -1.93  -0.33  0.88  0.232
H  -0.87  1.83  -0.81  0.233

---

Arrangement 3

The following is a DFT calculation (ωB97M-V/def2-TZVPD) of one molecule with the formula C5H4.

Results
total charge: 0
M: 64.087 g/mol
gap between HOMO and LUMO: 0.38014 Eh
LUMO level: 0.83 eV
SMILES: C#CCC#C

Last column: natural (NBO) charge in e.
CARTESIAN COORDINATES (ANGSTROEM)
C  2.11  -0.71  -0.09  -0.274
C  1.10  0.03  -0.01  -0.016
C  -0.10  1.04  -0.11  -0.527
C  -1.19  0.09  0.25  -0.032
C  -1.90  -0.91  -0.08  -0.217
H  2.95  -1.51  0.31  0.277
H  -0.14  1.91  -0.79  0.275
H  0.07  1.55  0.82  0.249
H  -2.90  -1.48  -0.31  0.265

---

Least stable of them? arrangement 2.